No. 1
{"formula": "C4H14NO", "method": "ωB97M-V/def2-TZVPD", "charge": 1, "e_homo_ev": -14.85, "gap_ev": 11.710, "species": ["C", "O", "C", "H", "H", "H", "H", "H", "H", "C", "C", "N", "H", "H", "H", "H", "H", "H", "H", "H"], "coordinates": [[-0.651, -1.784, -0.140], [-1.492, -0.643, -0.443], [-1.362, -3.079, -0.452], [0.274, -1.701, -0.707], [-0.407, -1.773, 0.929], [-2.368, -0.884, -0.121], [-1.580, -3.125, -1.521], [-0.749, -3.942, -0.191], [-2.295, -3.201, 0.102], [1.896, 2.412, 0.865], [0.537, 1.784, 0.702], [0.373, 1.281, -0.724], [2.070, 2.877, 1.830], [2.675, 1.667, 0.694], [2.058, 3.219, 0.144], [0.389, 0.901, 1.318], [-0.298, 2.461, 0.863], [0.242, 2.081, -1.344], [-0.491, 0.688, -0.746], [1.180, 0.761, -1.058]], "lowdin_charge": [-0.29, -0.11, -0.07, 0.11, 0.12, 0.11, 0.09, 0.09, 0.09, -0.07, -0.19, 0.17, 0.09, 0.09, 0.09, 0.12, 0.13, 0.17, 0.10, 0.16]}

No. 2
{"formula": "C39H37Cl2CuGeNO3Si", "method": "ωB97M-V/def2-TZVPD", "charge": -1, "e_homo_ev": -4.10, "gap_ev": 6.453, "species": ["Cu", "C", "Si", "C", "C", "N", "C", "C", "C", "C", "C", "C", "O", "C", "C", "C", "C", "C", "C", "H", "H", "H", "H", "H", "H", "H", "H", "H", "H", "H", "H", "H", "H", "H", "H", "H", "H", "Cl", "C", "Cl", "C", "O", "O", "H", "Ge", "C", "C", "C", "C", "C", "C", "C", "C", "C", "C", "C", "C", "H", "H", "H", "H", "H", "H", "H", "H", "H", "H", "H", "C", "C", "C", "C", "C", "C", "C", "C", "C", "C", "H", "H", "H", "H", "H", "H", "H"], "coordinates": [[0.777, -0.001, -0.090], [2.069, -3.861, -0.020], [0.782, -2.852, 0.888], [-0.514, -4.036, 1.577], [1.683, -2.112, 2.338], [-0.058, -1.625, -0.043], [-1.063, -1.972, -0.948], [-1.182, -3.297, -1.429], [-2.215, -3.730, -2.244], [-3.192, -2.836, -2.662], [-3.088, -1.516, -2.250], [-2.052, -1.090, -1.434], [-2.017, 0.228, -1.012], [-2.407, 1.214, -1.892], [-1.990, 1.237, -3.214], [-2.390, 2.286, -4.028], [-3.200, 3.305, -3.531], [-3.610, 3.262, -2.207], [-3.220, 2.209, -1.386], [2.269, -4.774, 0.556], [3.004, -3.296, -0.106], [1.773, -4.148, -1.032], [-0.350, -4.188, 2.652], [-0.497, -5.018, 1.094], [-1.515, -3.616, 1.451], [2.316, -2.892, 2.775], [0.990, -1.752, 3.105], [2.334, -1.278, 2.054], [-0.417, -4.008, -1.144], [-2.245, -4.767, -2.558], [-4.012, -3.149, -3.295], [-3.827, -0.788, -2.564], [-1.341, 0.455, -3.587], [-2.052, 2.313, -5.056], [-3.503, 4.123, -4.173], [-4.240, 4.046, -1.803], [-3.539, 2.150, -0.354], [2.986, 4.286, -0.302], [1.623, 3.712, -1.298], [0.161, 4.692, -1.004], [1.272, 2.237, -1.110], [0.726, 1.682, -2.050], [1.545, 1.694, 0.037], [1.892, 3.855, -2.334], [-0.307, 0.840, 1.888], [-0.758, 2.740, 2.090], [0.272, 3.652, 2.337], [0.007, 5.010, 2.485], [-1.298, 5.480, 2.390], [-2.336, 4.584, 2.158], [-2.063, 3.228, 2.012], [-1.694, -0.199, 2.818], [-1.709, -0.213, 4.218], [-2.629, -0.988, 4.918], [-3.546, -1.773, 4.227], [-3.546, -1.771, 2.838], [-2.627, -0.989, 2.141], [0.899, 0.778, 2.888], [1.296, 3.299, 2.397], [0.822, 5.702, 2.665], [-1.505, 6.539, 2.497], [-3.357, 4.943, 2.087], [-2.884, 2.537, 1.862], [-0.990, 0.388, 4.767], [-2.625, -0.986, 6.002], [-4.258, -2.384, 4.770], [-4.249, -2.391, 2.294], [-2.639, -0.997, 1.059], [6.421, -0.225, -0.513], [5.462, 0.230, 0.427], [4.128, 0.092, 0.174], [3.649, -0.516, -1.024], [2.259, -0.697, -1.294], [1.907, -1.328, -2.452], [2.865, -1.780, -3.391], [4.197, -1.606, -3.152], [4.623, -0.975, -1.957], [6.007, -0.809, -1.673], [7.479, -0.106, -0.309], [5.790, 0.700, 1.347], [3.409, 0.467, 0.893], [0.855, -1.495, -2.673], [2.534, -2.267, -4.304], [4.943, -1.940, -3.867], [6.731, -1.160, -2.402]], "lowdin_charge": [0.38, -0.17, 0.39, -0.16, -0.18, -0.16, -0.28, -0.06, -0.10, -0.11, -0.03, -0.22, -0.02, -0.28, -0.02, -0.08, -0.11, -0.09, 0.00, 0.03, 0.03, 0.02, 0.03, 0.03, 0.02, 0.04, 0.02, 0.01, 0.08, 0.10, 0.09, 0.12, 0.13, 0.10, 0.09, 0.10, 0.11, 0.58, -0.96, 0.63, -0.72, 0.05, -0.21, 0.06, 1.00, -0.34, -0.15, -0.12, -0.12, -0.10, -0.12, -0.33, -0.13, -0.10, -0.11, -0.09, -0.11, 0.00, 0.09, 0.10, 0.09, 0.09, 0.09, 0.09, 0.09, 0.09, 0.10, 0.08, -0.11, -0.09, -0.04, -0.17, -0.11, -0.11, -0.09, -0.06, -0.18, -0.06, 0.09, 0.09, 0.09, 0.09, 0.09, 0.10, 0.10]}

No. 3
{"formula": "C29H59O28V", "method": "ωB97M-V/def2-TZVPD", "charge": 1, "e_homo_ev": [-11.00, -11.29], "s2": 3.757, "spin_multiplicity": 4, "gap_ev": [7.840, 7.938], "species": ["V", "C", "C", "O", "H", "H", "H", "H", "H", "C", "O", "C", "O", "O", "C", "H", "H", "H", "H", "H", "H", "C", "O", "C", "O", "O", "C", "H", "H", "H", "H", "H", "H", "C", "O", "C", "O", "O", "C", "H", "H", "H", "H", "H", "H", "C", "O", "C", "O", "O", "C", "H", "H", "H", "H", "H", "H", "C", "O", "C", "O", "O", "C", "H", "H", "H", "H", "H", "H", "C", "O", "C", "O", "O", "C", "H", "H", "H", "H", "H", "H", "C", "O", "C", "O", "O", "C", "H", "H", "H", "H", "H", "H", "C", "O", "C", "O", "O", "C", "H", "H", "H", "H", "H", "H", "C", "O", "C", "O", "O", "C", "H", "H", "H", "H", "H", "H"], "coordinates": [[-5.674, 10.381, -20.292], [-9.540, 10.941, -18.177], [-8.292, 11.302, -18.952], [-7.188, 10.467, -18.794], [-10.302, 11.717, -18.247], [-9.218, 10.727, -17.160], [-10.028, 10.055, -18.599], [-8.102, 12.365, -18.719], [-8.569, 11.416, -20.018], [-7.512, 12.560, -10.971], [-7.134, 11.715, -12.064], [-7.317, 12.148, -13.291], [-7.619, 13.258, -13.643], [-7.034, 11.143, -14.122], [-7.078, 11.388, -15.497], [-7.100, 12.029, -10.116], [-8.590, 12.681, -10.941], [-6.968, 13.504, -10.999], [-7.943, 11.964, -15.841], [-6.974, 10.500, -16.112], [-6.307, 12.103, -15.814], [-10.503, 14.312, -20.975], [-9.841, 15.580, -21.088], [-9.940, 16.356, -22.152], [-10.801, 16.304, -22.984], [-8.866, 17.144, -22.175], [-8.696, 17.935, -23.330], [-11.273, 14.404, -20.216], [-9.745, 13.539, -20.881], [-11.032, 14.133, -21.915], [-7.740, 18.459, -23.312], [-9.457, 18.711, -23.415], [-8.650, 17.292, -24.211], [-7.532, 13.517, -24.729], [-7.093, 12.481, -23.837], [-6.902, 12.738, -22.552], [-6.487, 11.904, -21.781], [-7.082, 14.002, -22.283], [-6.714, 14.543, -21.028], [-6.941, 14.418, -24.574], [-8.611, 13.642, -24.732], [-7.221, 13.196, -25.724], [-5.770, 14.134, -20.668], [-7.513, 14.356, -20.309], [-6.653, 15.618, -21.179], [-12.862, 11.797, -14.670], [-12.178, 10.780, -15.390], [-12.842, 9.889, -16.123], [-14.038, 9.900, -16.295], [-11.972, 9.063, -16.657], [-12.376, 8.049, -17.562], [-13.857, 11.426, -14.424], [-12.916, 12.690, -15.290], [-12.348, 12.020, -13.740], [-12.841, 8.545, -18.414], [-13.044, 7.285, -17.167], [-11.436, 7.615, -17.890], [-4.657, 17.660, -14.679], [-5.664, 16.720, -15.076], [-5.512, 15.892, -16.074], [-4.453, 15.529, -16.519], [-6.724, 15.493, -16.443], [-6.898, 14.747, -17.610], [-4.934, 18.073, -13.718], [-4.563, 18.366, -15.500], [-3.698, 17.152, -14.567], [-7.929, 14.578, -17.908], [-6.457, 13.745, -17.529], [-6.307, 15.191, -18.416], [-2.098, 9.476, -18.370], [-3.049, 8.935, -17.460], [-4.278, 8.690, -17.880], [-4.702, 8.932, -18.995], [-5.041, 8.202, -16.957], [-4.528, 7.708, -15.704], [-1.359, 8.790, -18.779], [-1.483, 10.129, -17.742], [-2.609, 10.145, -19.058], [-3.748, 7.016, -16.039], [-5.278, 7.125, -15.182], [-4.035, 8.425, -15.053], [-14.748, 11.875, -19.666], [-13.821, 10.795, -19.708], [-13.273, 10.498, -20.873], [-13.456, 11.103, -21.901], [-12.494, 9.446, -20.699], [-11.511, 9.129, -21.668], [-15.364, 12.138, -20.524], [-14.243, 12.823, -19.460], [-15.375, 11.667, -18.804], [-11.765, 9.392, -22.694], [-11.198, 8.090, -21.622], [-10.621, 9.720, -21.429], [-7.971, 7.362, -19.962], [-8.427, 7.545, -21.304], [-7.794, 8.444, -22.028], [-6.887, 9.155, -21.636], [-8.337, 8.418, -23.225], [-7.899, 9.435, -24.147], [-7.043, 6.787, -19.923], [-8.702, 6.680, -19.528], [-7.941, 8.269, -19.365], [-6.820, 9.499, -24.265], [-8.224, 10.393, -23.759], [-8.387, 9.211, -25.088], [-8.305, 7.825, -16.682], [-8.920, 6.746, -15.997], [-9.677, 5.826, -16.623], [-9.970, 5.692, -17.782], [-10.075, 5.037, -15.645], [-10.700, 3.801, -16.016], [-7.462, 7.399, -17.230], [-7.955, 8.558, -15.963], [-8.961, 8.295, -17.413], [-10.750, 3.114, -15.174], [-10.216, 3.370, -16.886], [-11.758, 4.017, -16.177]], "lowdin_charge": [1.12, -0.07, -0.44, -0.34, 0.08, 0.06, 0.06, 0.07, 0.08, -0.02, 0.01, -0.62, 0.14, 0.02, -0.07, 0.10, 0.10, 0.10, 0.09, 0.06, 0.09, 0.00, -0.02, -0.63, 0.14, -0.01, -0.05, 0.10, 0.07, 0.10, 0.09, 0.10, 0.10, 0.00, 0.01, -0.58, 0.05, 0.01, -0.01, 0.10, 0.11, 0.10, 0.11, 0.08, 0.11, -0.03, -0.01, -0.62, 0.12, 0.00, -0.01, 0.09, 0.10, 0.09, 0.08, 0.11, 0.07, -0.01, 0.01, -0.63, 0.13, 0.02, -0.07, 0.10, 0.10, 0.09, 0.09, 0.08, 0.09, 0.00, 0.03, -0.58, 0.02, 0.04, 0.02, 0.11, 0.11, 0.09, 0.11, 0.11, 0.11, -0.03, 0.01, -0.62, 0.13, 0.00, -0.03, 0.10, 0.09, 0.10, 0.10, 0.10, 0.09, -0.01, 0.04, -0.58, 0.03, 0.04, 0.01, 0.11, 0.08, 0.07, 0.10, 0.08, 0.11, -0.03, 0.01, -0.61, 0.11, 0.01, -0.02, 0.09, 0.09, 0.07, 0.09, 0.10, 0.10]}